Entry 1:
The following is a quantum chemistry calculation of a molecular structure, C37H51MnN2S3 in a non-equilibrium geometry, from OMol25.

Structure (XYZ):
```
94
Properties=species:S:1:pos:R:3:lowdin_spin:R:1
Mn 0.10059 0.14081 -0.30532 4.065
C 0.32527 1.10234 3.26816 0.004
C 0.16391 2.38883 2.47988 0.003
S -0.66702 2.26315 0.85600 0.001
C -2.44603 2.05944 1.24701 0.001
C -2.85369 0.78949 1.97161 0.000
S -2.11150 -0.74401 1.26644 0.000
C -1.54765 -1.64155 2.76565 0.000
C -0.04109 -1.69510 2.98935 0.005
S 0.94899 -0.33629 2.29806 0.046
H -0.61590 0.78717 3.71271 0.000
H 1.04958 1.26885 4.06753 0.001
H 1.13592 2.81101 2.21948 0.000
H -0.39585 3.11371 3.07228 0.000
H -2.92946 2.12568 0.26824 0.000
H -2.74773 2.92682 1.83940 0.000
H -3.93466 0.67063 1.87867 0.000
H -2.60679 0.83601 3.03053 0.000
H -1.92657 -2.65495 2.63403 0.000
H -2.07040 -1.20546 3.61358 0.000
H 0.39679 -2.56918 2.50906 0.000
H 0.17712 -1.74973 4.05738 0.001
C 4.01933 2.00164 2.49940 0.000
C 3.64798 1.43878 1.12404 0.000
C 4.85479 0.68377 0.55287 0.000
C 3.13207 2.49570 0.17340 -0.004
C 3.57485 3.81080 0.23599 0.000
C 3.10449 4.76449 -0.64693 -0.005
C 2.15445 4.43375 -1.59853 0.001
C 1.66309 3.14071 -1.68528 -0.003
C 0.61938 2.76055 -2.71746 0.006
C -0.49939 3.79918 -2.81639 0.000
C 1.24401 2.56010 -4.10046 0.001
C 2.17840 2.16992 -0.80345 0.001
N 1.81396 0.81355 -1.08410 -0.044
C 2.55776 0.25808 -2.00059 0.021
C 2.21383 -0.87347 -2.78331 0.008
C 3.04780 -1.24539 -3.85638 0.007
C 2.65546 -2.19448 -4.77071 0.011
C 1.40161 -2.80153 -4.63956 0.004
C 0.58759 -2.50258 -3.57411 0.004
C 0.96665 -1.55360 -2.59406 -0.011
N 0.18819 -1.28253 -1.52806 -0.077
C -0.92941 -2.12565 -1.30439 -0.009
C -0.71132 -3.41430 -0.76472 -0.019
C -1.78842 -4.28953 -0.71876 0.002
C -3.04147 -3.90312 -1.16163 -0.028
C -3.25550 -2.62324 -1.64703 0.001
C -2.22078 -1.70457 -1.70580 -0.021
C -2.45988 -0.28825 -2.20046 0.017
C -3.83908 0.25503 -1.81253 0.001
C -2.29565 -0.19919 -3.72051 0.000
C 0.64854 -3.81385 -0.22894 -0.002
C 0.52810 -4.73288 0.99179 -0.001
C 1.50037 -4.56093 -1.26316 -0.002
H 4.11434 1.18225 3.20904 0.000
H 3.27035 2.69653 2.87575 0.000
H 4.97772 2.51465 2.45919 0.000
H 2.83552 0.71029 1.25176 0.000
H 5.65775 1.37381 0.30679 0.000
H 4.59258 0.10956 -0.33296 0.000
H 5.22155 -0.01446 1.30081 0.000
H 4.30865 4.09190 0.97437 0.000
H 3.47323 5.77420 -0.58846 0.000
H 1.79709 5.19146 -2.27546 0.000
H 0.15659 1.80029 -2.39508 0.004
H -0.11741 4.75196 -3.17368 0.000
H -0.97229 3.95057 -1.84866 0.000
H -1.24736 3.45868 -3.52879 0.000
H 1.71669 3.48151 -4.42883 0.000
H 0.47115 2.30454 -4.82168 0.000
H 1.98573 1.76576 -4.10664 0.000
H 3.47944 0.77357 -2.27685 -0.003
H 4.00319 -0.75620 -3.97058 0.000
H 3.29550 -2.45329 -5.59805 0.000
H 1.07806 -3.52398 -5.37357 -0.001
H -0.36982 -2.98625 -3.47500 0.000
H -1.65357 -5.28608 -0.32958 0.001
H -3.86371 -4.60185 -1.12034 -0.002
H -4.24440 -2.34063 -1.97047 0.001
H -1.68595 0.38042 -1.72036 0.009
H -4.61120 -0.19041 -2.43401 0.001
H -3.87666 1.33069 -1.98290 0.000
H -4.08187 0.04990 -0.77271 0.000
H -3.02646 -0.84017 -4.20818 0.001
H -1.30034 -0.50320 -4.03462 0.000
H -2.46891 0.82209 -4.05289 0.000
H 1.17503 -2.88441 0.05582 0.000
H 0.26883 -5.73953 0.67839 0.000
H -0.22992 -4.40152 1.69664 0.000
H 1.48980 -4.79083 1.49613 0.000
H 0.95152 -5.41521 -1.65257 0.000
H 2.39966 -4.92607 -0.77625 0.000
H 1.80220 -3.93156 -2.09247 0.000
```

Values from the calculation:
- orbital gap (spin up / spin down) (eV) = 5.1 / 7.1
- net charge = +2
- HOMO energy (spin up / spin down) (eV) = -13.30 / -13.63
- spin multiplicity = 5

Entry 2:
The following is a quantum chemistry calculation of 40 unconnected molecules or ions with the total composition H80O40 in a non-equilibrium geometry, from OMol25.

Structure (XYZ):
```
120
Properties=species:S:1:pos:R:3:mulliken_charge:R:1
H 2.56281 0.23908 5.79697 0.270
H 3.36808 0.12683 4.51832 0.263
O 2.86731 -0.31649 5.11341 -0.564
H -3.51078 0.23247 5.83427 0.253
H -2.28817 -0.65547 5.20691 0.253
O -2.88663 0.07985 5.09103 -0.580
H 1.19076 4.49659 -0.20705 0.403
H 1.36861 3.47836 0.92087 0.182
O 1.70741 4.13244 0.50323 -0.704
H 5.30558 2.92339 -3.09256 0.219
H 4.43244 1.73881 -2.31539 0.347
O 4.59177 2.41893 -3.04436 -0.588
H -1.46946 -5.82307 -3.13051 0.247
H -1.18140 -4.23847 -3.09748 0.315
O -1.07851 -5.06383 -2.61636 -0.607
H -2.57877 -0.92079 -2.30926 0.312
O -2.05488 -0.17220 -1.99552 0.065
H -0.97923 1.44639 3.88097 0.205
O -1.73390 1.67359 3.55276 -0.669
H -5.47599 -1.35067 2.88215 0.280
H -5.45066 -0.21618 2.09350 0.213
O -5.00883 -0.59705 2.75352 -0.473
H 3.60164 -2.86363 -0.94804 0.301
H 2.92305 -2.11907 -2.00260 0.361
O 3.27326 -1.94352 -1.04108 -0.742
H 0.35241 -2.31187 -4.00565 0.286
H 0.17675 -3.02385 -2.63875 0.499
O -0.33560 -2.74195 -3.41575 -0.771
H -1.94434 3.70618 0.76899 0.236
H -2.15791 2.80009 -0.47439 0.395
O -1.66451 3.69291 -0.20260 -0.672
H 0.88562 1.06513 -0.23081 -0.657
O 0.66435 1.27227 0.62988 1.123
H 5.96828 -0.33184 2.18483 0.267
H 5.68090 0.96744 2.80515 0.327
O 5.41736 -0.00690 2.87451 -0.662
H -0.75459 0.56224 2.64619 -0.509
H -0.79760 0.28280 1.18528 -0.408
O -1.00068 -0.12303 1.98335 1.908
H -1.40228 -2.75977 5.46723 0.319
H 0.08173 -2.65485 5.67570 0.297
O -0.73452 -2.38524 5.94713 -0.612
H 4.15771 -3.20504 4.10461 0.308
H 2.82443 -3.26088 3.77916 0.346
O 3.53021 -3.85934 3.86886 -0.646
H 1.78561 -4.23056 -1.58247 0.254
H 1.50729 -3.08928 -0.76280 0.440
O 1.55080 -3.36065 -1.63817 -0.642
H 1.44424 -1.35424 0.26401 0.105
H 0.17388 -1.90922 1.18432 -0.212
O 0.87951 -2.10488 0.46283 -0.401
H 1.06205 -6.04233 2.14897 0.234
O 0.82579 -5.86179 1.32771 -0.482
H 1.76622 3.11792 -2.12595 0.233
H 0.39052 2.31956 -2.21604 0.131
O 1.25249 2.58739 -2.82136 -0.229
H -5.53286 -0.96559 -1.95647 0.352
O -4.96179 -0.26727 -1.45413 -0.728
H -5.10938 2.03505 0.08083 0.318
H -5.84066 1.06928 -0.81502 0.517
O -6.01056 1.87563 -0.33957 -0.709
H 0.45087 -0.50803 -1.83720 -0.323
H 0.96934 0.49775 -2.88641 0.080
O 1.07618 0.16646 -1.88437 0.683
H -3.99166 -4.60673 0.13545 0.341
H -4.21499 -3.28424 0.96397 0.280
O -4.68942 -3.95081 0.56621 -0.658
H -2.60471 -2.73382 -2.67973 0.165
H -3.22348 -2.93075 -1.26055 0.310
O -3.32892 -2.64077 -2.06432 -0.636
H 3.67584 0.40752 2.38860 0.269
H 2.18740 0.07049 2.08740 0.216
O 2.83642 0.74715 2.07681 -0.621
H 2.82029 5.20593 2.09386 0.308
H 2.38790 5.31993 3.51587 0.278
O 3.03676 4.85449 2.99960 -0.606
H -1.51679 1.52158 -4.54154 0.334
H -2.53434 1.90131 -3.42755 0.330
O -2.17940 2.15661 -4.29236 -0.686
H -0.43715 5.86659 -0.57119 0.342
H -0.44506 4.62639 -1.32442 0.381
O 0.20931 5.38892 -1.06728 -0.638
H 2.71660 -0.20989 -4.06732 0.190
H 4.12269 -0.54282 -4.56806 0.278
O 3.31933 -0.95006 -4.19025 -0.599
H 1.36237 0.20795 -5.67779 0.346
H 1.89427 1.47884 -5.08681 0.257
O 2.14118 0.86653 -5.90981 -0.663
H -2.53347 1.65135 1.91239 0.346
O -3.13500 1.68142 1.13390 -0.516
H 4.00139 -0.54122 -0.96846 0.333
H 3.18310 0.55918 0.16580 0.381
O 3.83650 0.22810 -0.28079 -0.639
H 0.92268 -6.55582 0.74355 0.264
H -2.64485 -0.10941 -1.10575 -0.129
H -4.78138 -0.70351 -0.59986 0.195
H -2.41020 1.37494 4.18980 0.323
H 1.23209 1.91641 1.08245 -0.307
H -2.85209 0.74865 0.81045 0.045
O 1.50369 -1.47864 3.25503 -0.437
H 1.95297 -1.06759 4.05660 0.298
H 0.57370 -1.76992 3.68840 0.134
O -1.90605 3.77220 -2.42706 -0.634
H -2.57152 4.08579 -1.71510 0.289
H -2.71764 3.88401 -2.97369 0.273
O -2.31306 -2.26669 2.43806 -0.626
H -1.67158 -1.67198 2.26138 0.050
H -3.18409 -1.92898 2.79063 0.222
O -3.30559 0.22588 -4.78995 -0.584
H -3.39565 0.61778 -3.87994 0.328
H -3.93101 0.78989 -5.34919 0.308
O 5.21739 2.23006 1.01321 -0.673
H 4.53312 2.80036 1.28069 0.294
H 4.89949 1.58961 0.47574 0.334
O -1.47838 -3.61040 -0.07815 -0.271
H -1.79904 -3.76536 0.76338 0.137
H -1.36608 -4.48645 -0.52839 0.208
O 1.51995 5.14734 -4.24065 -0.651
H 1.83936 4.20203 -4.24058 0.300
H 1.11411 5.31465 -3.43202 0.324
```

Values from the calculation:
- orbital gap (eV) = 9.0
- HOMO energy (eV) = -9.59

Entry 3:
The following is a quantum chemistry calculation of 3 unconnected molecules or ions with the total composition C6H20N2O2 in a non-equilibrium geometry, from OMol25.

Structure (XYZ):
```
30
Properties=species:S:1:pos:R:3:mulliken_charge:R:1
C -0.38209 2.70301 0.04210 -0.946
N -0.11083 1.47079 0.79915 -0.334
C 0.27058 0.34210 -0.07703 0.081
C 0.97206 -0.70821 0.83899 0.187
C 1.91421 -1.60313 -0.00094 -1.415
C -0.01018 -1.56561 1.62994 -1.322
C -0.93533 -0.28211 -0.84538 -0.639
N -1.09489 0.44982 -2.14268 -0.539
H -0.79842 3.48562 0.74071 0.329
H -1.11924 2.58726 -0.71798 0.370
H 0.57465 3.07900 -0.43594 0.248
H -0.89760 1.24166 1.37873 0.249
H 1.04540 0.71614 -0.79728 0.482
H 1.63587 -0.18337 1.58285 0.294
H 2.75177 -1.02175 -0.44747 0.339
H 2.35232 -2.40372 0.63342 0.416
H 1.40038 -2.08598 -0.75833 0.271
H -0.48688 -2.26630 0.96568 0.301
H -0.80500 -0.96022 2.09160 0.157
H 0.54561 -2.09676 2.40585 0.456
H -0.77202 -1.33142 -1.03195 0.369
H -1.85180 -0.18468 -0.24791 0.347
H -0.40527 0.19118 -2.76056 0.165
H -1.96848 0.25004 -2.52932 0.209
H -2.71134 0.17855 3.42317 0.269
H -1.85903 1.41302 3.61841 0.315
O -2.36308 0.87091 2.96281 -0.631
H 1.92729 -0.05609 -3.16992 0.326
H 1.80194 -1.55349 -3.47783 0.319
O 1.37941 -0.67629 -3.67290 -0.674
```

Values from the calculation:
- orbital gap (eV) = 8.6
- HOMO energy (eV) = -7.93
- SMILES = CN[C@H](CN)C(C)C.O.O

Entry 4:
The following is a quantum chemistry calculation of 2 unconnected molecules or ions with the total composition C5H4BN3O3 in a non-equilibrium geometry, from OMol25.

Structure (XYZ):
```
16
Properties=species:S:1:pos:R:3:mulliken_charge:R:1
B -0.66710 -1.55247 0.09857 0.500
C -1.40138 -0.12301 -2.15326 0.130
C -1.60619 1.87329 -0.98203 -0.078
C 1.61340 0.68408 -2.21490 0.222
C -0.69888 1.16148 -1.90907 0.987
C 0.63882 0.94899 -1.33473 -0.452
N -2.00424 -1.03676 -2.42416 -0.516
N -2.33115 2.49176 -0.31605 -0.454
N 2.30407 0.60560 -3.11983 -0.407
O -1.68095 -0.56253 0.32209 -0.525
O -0.82784 -2.79956 0.60434 -0.535
O 0.39916 -1.34999 -0.69451 -0.339
H -0.42604 1.80648 -2.76386 0.490
H 0.86682 1.22683 -0.21607 0.377
H -2.61698 -0.90513 0.37128 0.288
H -1.75003 -3.17832 0.72681 0.314
```

Values from the calculation:
- orbital gap (spin up / spin down) (eV) = 7.6 / 9.0
- HOMO energy (spin up / spin down) (eV) = -10.59 / -11.53

Entry 5:
The following is a quantum chemistry calculation of 5 unconnected molecules or ions with the total composition H10O5 in a non-equilibrium geometry, from OMol25.

Structure (XYZ):
```
15
Properties=species:S:1:pos:R:3:mulliken_charge:R:1
O -2.04564 0.04145 0.05856 -0.760
H -2.51299 0.83659 -0.19750 0.323
H -2.54942 -0.30662 0.79429 0.303
O -0.62639 -0.00623 -2.25913 -0.640
H -1.19415 -0.13319 -1.49902 0.386
H -1.09615 -0.42258 -2.98177 0.323
O 0.51817 0.47285 1.16945 -0.759
H -0.33486 0.26778 0.78667 0.380
H 1.07101 0.69291 0.41966 0.438
O 1.84189 0.80667 -1.25522 -0.710
H 1.49200 1.34009 -1.96885 0.312
H 1.23004 0.07433 -1.18074 0.349
O 1.51675 -1.14961 3.07095 -0.664
H 1.43140 -1.99986 2.63964 0.281
H 1.25831 -0.51463 2.40294 0.436
```

Values from the calculation:
- orbital gap (eV) = 10.3
- HOMO energy (eV) = -10.30
- SMILES = O.O.O.O.O